{
  "formula": "C12H20F6PtSb4Se4",
  "method": "ωB97M-V/def2-TZVPD",
  "species": ["Pt", "Se", "Sb", "Se", "Se", "Se", "C", "Sb", "C", "C", "C", "C", "C", "C", "C", "C", "C", "Sb", "C", "C", "H", "H", "H", "H", "H", "H", "H", "H", "H", "H", "H", "H", "H", "H", "H", "H", "H", "H", "H", "H", "F", "Sb", "F", "F", "F", "F", "F"],
  "coordinates": [[0.19, -0.39, 1.95], [1.02, 0.98, 7.06], [0.49, -0.58, 5.35], [-1.44, -0.21, 3.79], [1.84, -1.50, 3.46], [-0.04, -2.54, 6.86], [1.87, -2.33, -2.09], [0.99, -1.75, -0.26], [0.95, -3.65, 0.76], [-1.13, -1.90, -0.91], [-1.47, -0.95, -1.99], [-1.25, -1.30, -3.32], [-1.50, -0.42, -4.36], [-2.00, 0.84, -4.08], [-2.25, 1.20, -2.77], [-1.99, 0.33, -1.70], [-2.24, 0.78, -0.32], [-0.40, 1.76, 0.62], [-1.57, 3.06, 1.83], [0.11, 2.92, -1.07], [1.46, -3.28, -2.43], [2.94, -2.42, -1.92], [1.68, -1.55, -2.83], [0.74, -4.42, 0.02], [0.18, -3.64, 1.53], [1.92, -3.82, 1.22], [-1.75, -1.82, -0.02], [-1.14, -2.93, -1.25], [-0.86, -2.29, -3.53], [-1.31, -0.72, -5.38], [-2.21, 1.54, -4.88], [-2.64, 2.19, -2.54], [-2.57, 0.01, 0.37], [-2.91, 1.64, -0.27], [-2.12, 3.76, 1.19], [-0.90, 3.60, 2.49], [-2.26, 2.47, 2.42], [-0.65, 3.69, -1.21], [0.16, 2.27, -1.94], [1.07, 3.37, -0.86], [1.28, 2.57, 1.49], [3.45, 1.37, 1.92], [5.03, 0.47, 2.59], [2.79, -1.36, 0.48], [1.11, 0.19, -0.91], [2.90, 1.77, 3.70], [4.42, 3.02, 1.76]],
  "mulliken_spin": [0.56, 0.16, -0.05, 0.32, 0.24, 0.92, 0.00, 0.19, 0.03, 0.10, 0.04, -0.01, 0.04, -0.01, 0.02, -0.07, 0.28, 0.20, 0.00, -0.01, 0.00, 0.00, 0.00, 0.00, 0.00, 0.00, -0.01, 0.01, 0.00, 0.00, 0.00, 0.00, 0.00, 0.01, 0.00, 0.00, 0.00, 0.00, 0.00, 0.00, 0.03, -0.01, 0.00, 0.03, -0.01, 0.00, 0.00],
  "total_charge": -1,
  "e_lumo_ha": [0.056, -0.007],
  "gap_ev": [6.65, 5.36],
  "e_homo_ev": [-5.1, -5.6],
  "e_above_lowest_kcal_mol": 32.5,
  "spin_multiplicity": 4
}